1.
# C10H25O10V2

A structure of composition C10H25O10V2 at a distorted geometry (wB97M-V/def2-TZVPD, OMol25).

Last column: Löwdin charge in e.
CARTESIAN COORDINATES (ANGSTROEM)
1 O -4.773 -2.040 -2.736  -0.242
2 V -3.786 -0.991 -3.414  1.139
3 O -4.470 0.431 -3.213  -0.207
4 O 0.919 -3.904 -2.905  -0.205
5 V -0.615 -3.780 -3.290  1.164
6 O -1.337 -4.966 -2.500  -0.224
7 O -0.916 -0.573 -0.049  0.137
8 C -1.453 -1.264 -1.066  -0.677
9 O -0.837 -2.284 -1.485  -0.031
10 O -2.436 -0.759 -1.698  -0.045
11 H -0.143 -1.176 0.102  0.122
12 C 0.149 2.145 1.826  -0.060
13 C -1.292 1.748 2.178  -0.486
14 C -1.856 2.866 3.059  -0.056
15 O -2.074 1.745 0.999  -0.055
16 H 0.095 3.001 1.153  0.082
17 H 0.640 1.388 1.197  0.047
18 H 0.873 2.242 2.634  0.083
19 H -1.325 0.800 2.722  0.133
20 H -1.399 2.815 4.048  0.082
21 H -2.928 2.680 3.123  0.081
22 H -1.646 3.868 2.689  0.082
23 H -1.870 0.944 0.498  0.037
24 C 1.953 2.443 -2.685  -0.045
25 C 0.703 1.793 -2.088  -0.474
26 C -0.511 2.689 -2.211  -0.043
27 O 0.555 0.531 -2.759  -0.057
28 H 2.319 3.268 -2.073  0.085
29 H 1.724 2.839 -3.675  0.082
30 H 2.774 1.731 -2.752  0.078
31 H 0.877 1.541 -1.037  0.115
32 H -1.360 2.214 -1.713  0.066
33 H -0.761 2.866 -3.260  0.083
34 H -0.384 3.669 -1.752  0.091
35 H 0.135 -0.070 -2.143  0.027
36 C 3.168 -2.272 2.526  -0.056
37 C 2.077 -2.785 1.591  -0.474
38 C 0.755 -2.842 2.349  -0.050
39 O 1.888 -1.863 0.527  -0.067
40 H 4.162 -2.272 2.076  0.081
41 H 3.223 -2.963 3.373  0.086
42 H 2.941 -1.312 2.988  0.086
43 H 2.375 -3.758 1.190  0.140
44 H 0.490 -1.905 2.841  0.085
45 H 0.723 -3.623 3.109  0.089
46 H -0.063 -3.074 1.660  0.072
47 H 2.718 -1.780 0.046  0.101

The HOMO energy comes out at -11.97 eV. For the energy relative to the best compared isomer or geometry (same formula, charge and spin), the calculation gives 0.879 eV. As for the total energy: -3036.0536 Eh. Its charge is +1. For the orbital gap, the calculation gives 4.7260 eV.

=====

2.
# C10H25O5PS

A cluster of 2 separate species, C10H25O5PS in total (wB97M-V/def2-TZVPD, OMol25).

Last column: Löwdin charge in e.
CARTESIAN COORDINATES (ANGSTROEM)
1 C 2.910 -0.186 -1.161  -0.100
2 C 1.557 0.280 -0.599  -0.260
3 C 0.443 -0.787 -0.664  -0.291
4 C -0.606 -0.553 -1.752  -0.420
5 P -1.865 0.752 -1.275  0.816
6 C -3.100 2.129 -0.701  -0.400
7 O -2.501 3.410 -0.714  -0.250
8 C -1.651 3.648 0.393  -0.255
9 C -0.465 4.585 0.056  -0.206
10 C -0.138 4.774 -1.437  -0.103
11 H 3.739 0.113 -0.518  0.064
12 H 2.951 -1.274 -1.248  0.064
13 H 3.113 0.223 -2.152  0.067
14 H 1.235 1.166 -1.154  0.075
15 H 1.684 0.616 0.433  0.097
16 H -0.068 -0.865 0.305  0.089
17 H 0.904 -1.765 -0.819  0.075
18 H -0.129 -0.238 -2.690  0.079
19 H -1.156 -1.481 -1.949  0.070
20 H -2.583 0.585 -2.487  0.015
21 H -2.279 -0.071 -0.166  0.019
22 H -0.859 1.773 -1.247  0.021
23 H -3.503 1.896 0.297  0.073
24 H -3.937 2.166 -1.407  0.074
25 H -1.280 2.697 0.792  0.099
26 H -2.261 4.103 1.183  0.118
27 H -0.659 5.558 0.508  0.095
28 H 0.413 4.189 0.571  0.097
29 H -0.174 5.826 -1.720  0.065
30 H -0.856 4.247 -2.060  0.056
31 H 0.859 4.405 -1.682  0.063
32 C 0.660 -4.127 3.227  -0.151
33 C 0.987 -5.594 3.011  -0.153
34 O 0.726 -5.782 1.611  -0.189
35 S 1.123 -4.471 0.795  0.575
36 O 2.432 -4.585 0.265  -0.215
37 O 0.030 -4.139 -0.044  -0.219
38 O 1.187 -3.492 2.051  -0.196
39 H -0.414 -3.951 3.283  0.135
40 H 1.164 -3.694 4.087  0.135
41 H 0.333 -6.268 3.557  0.135
42 H 2.033 -5.818 3.222  0.134

The HOMO energy comes out at -7.70 eV. For the energy relative to the best compared isomer or geometry (same formula, charge and spin), the calculation gives 1.245 eV. As for the total energy: -1511.5990 Eh. Its charge is 0. The SMILES is CCCC[PH3]COCCC.O=S1(=O)OCCO1. For the orbital gap, the calculation gives 8.2051 eV.

=====

3.
# C10H26Ag3NO12P2

A structure of composition C10H26Ag3NO12P2 at a distorted geometry (wB97M-V/def2-TZVPD, OMol25).

Last column: Löwdin charge in e.
CARTESIAN COORDINATES (ANGSTROEM)
1 Ag 1.569 1.338 3.115  0.548
2 Ag -2.471 1.376 1.616  0.737
3 Ag 0.053 4.293 1.652  0.649
4 N 0.418 0.899 0.358  -0.594
5 O 1.514 0.325 0.352  -0.020
6 O -0.604 0.389 -0.143  -0.048
7 O 0.281 1.939 1.065  -0.333
8 C 2.794 7.424 -1.298  -0.072
9 O 3.692 6.424 -0.780  -0.215
10 P 3.206 4.885 -0.658  0.438
11 O 1.904 4.802 0.078  -0.339
12 O 3.078 4.373 -2.151  -0.172
13 C 2.239 3.271 -2.338  -0.119
14 O 4.395 4.136 0.094  -0.196
15 C 4.199 2.826 0.668  -0.071
16 H 1.781 7.031 -1.389  0.084
17 H 3.223 7.587 -2.287  0.094
18 H 2.901 8.360 -0.752  0.096
19 H 1.293 3.322 -1.799  0.079
20 H 2.742 2.348 -2.049  0.086
21 H 1.965 3.164 -3.388  0.101
22 H 3.776 2.117 -0.045  0.074
23 H 3.634 2.867 1.599  0.056
24 H 5.230 2.524 0.852  0.101
25 C -6.346 -2.853 0.859  -0.068
26 O -4.924 -3.054 1.095  -0.207
27 P -3.855 -1.973 0.604  0.479
28 O -3.910 -0.617 1.251  -0.330
29 O -2.474 -2.769 0.975  -0.255
30 C -1.784 -2.705 2.307  -0.024
31 O -4.100 -1.970 -1.009  -0.191
32 C -3.078 -1.359 -1.789  -0.096
33 H -6.717 -3.290 -0.068  0.093
34 H -6.538 -1.813 0.595  0.079
35 H -6.910 -3.124 1.751  0.098
36 H -2.535 -2.341 3.007  0.081
37 H -0.881 -2.094 2.277  0.076
38 H -1.564 -3.744 2.554  0.091
39 H -3.392 -1.262 -2.828  0.099
40 H -2.083 -1.805 -1.754  0.081
41 H -2.968 -0.330 -1.449  0.068
42 C 1.695 -3.195 0.025  -0.162
43 C 1.430 -4.562 0.518  -0.194
44 C 0.141 -5.068 -0.160  -0.145
45 O -0.234 -3.961 -1.063  -0.147
46 C 0.354 -2.742 -0.590  -0.219
47 H 2.427 -3.265 -0.780  0.119
48 H 2.065 -2.510 0.787  0.102
49 H 1.219 -4.676 1.581  0.099
50 H 2.193 -5.341 0.504  0.111
51 H -0.676 -5.292 0.526  0.102
52 H 0.371 -5.993 -0.689  0.113
53 H -0.324 -2.179 0.052  0.065
54 H 0.584 -2.132 -1.463  0.117

The HOMO energy (alpha / beta) comes out at -9.48 / -11.40 eV. As for the total energy: -2477.5595 Eh. Its charge is +1. For the orbital gap (alpha / beta), the calculation gives 4.7557 / 6.3040 eV. The spin multiplicity is 2.

=====

4.
# C10H26AuN2O3Se2

A structure of composition C10H26AuN2O3Se2 (wB97M-V/def2-TZVPD, OMol25).

Last column: Löwdin charge in e.
CARTESIAN COORDINATES (ANGSTROEM)
1 Au -0.959 -0.051 -0.116  0.610
2 C -3.038 -2.750 0.754  -0.293
3 Se -2.571 -1.733 -0.838  1.015
4 C -4.181 -0.641 -0.991  -0.482
5 C -4.382 0.291 0.183  -0.476
6 Se -2.902 1.552 0.309  1.075
7 C -2.948 1.877 2.224  -0.288
8 H -3.933 -3.316 0.500  0.062
9 H -3.209 -2.101 1.606  0.037
10 H -2.211 -3.430 0.941  0.048
11 H -5.014 -1.339 -1.086  0.103
12 H -4.084 -0.114 -1.940  0.084
13 H -4.450 -0.233 1.134  0.077
14 H -5.286 0.889 0.059  0.103
15 H -3.925 2.308 2.435  0.062
16 H -2.164 2.596 2.444  0.039
17 H -2.796 0.946 2.761  0.044
18 C 2.285 -0.432 3.470  0.008
19 C 1.261 0.460 2.861  -0.423
20 C 1.221 1.908 3.245  0.013
21 O 0.022 -0.076 2.677  0.011
22 C 1.853 0.777 0.926  -0.464
23 O 3.023 0.701 0.927  0.235
24 O 0.870 1.061 0.231  -0.089
25 H 2.065 -0.509 4.541  0.126
26 H 3.281 -0.010 3.362  0.110
27 H 2.278 -1.431 3.033  0.112
28 H 0.954 1.942 4.307  0.126
29 H 0.469 2.456 2.681  0.090
30 H 2.195 2.377 3.126  0.116
31 H 0.016 -0.997 2.979  0.136
32 N 2.430 2.548 -4.904  0.207
33 C 1.690 1.281 -4.517  -0.122
34 C 0.960 1.431 -3.181  -0.253
35 N 0.333 0.177 -2.748  -0.008
36 H 2.893 2.438 -5.811  0.185
37 H 3.156 2.791 -4.225  0.180
38 H 1.804 3.354 -4.987  0.180
39 H 2.444 0.496 -4.478  0.142
40 H 1.011 1.070 -5.341  0.141
41 H 0.188 2.200 -3.254  0.127
42 H 1.658 1.747 -2.403  0.115
43 H 1.046 -0.539 -2.636  0.090
44 H -0.303 -0.170 -3.460  0.088

The HOMO energy (alpha / beta) comes out at -16.97 / -18.82 eV. As for the total energy: -5669.3621 Eh. Its charge is +3. For the orbital gap (alpha / beta), the calculation gives 8.5380 / 6.9891 eV. The spin multiplicity is 3.

=====

5.
# C10H26Cl2NO2P2W

A structure of composition C10H26Cl2NO2P2W at a distorted geometry (wB97M-V/def2-TZVPD, OMol25).

Last column: Löwdin charge in e.
CARTESIAN COORDINATES (ANGSTROEM)
1 C -0.381 2.882 -2.762  0.053
2 C -0.151 1.449 -2.607  -0.061
3 H -0.161 3.161 -3.812  0.173
4 H 0.271 3.476 -2.100  0.116
5 H -1.428 3.159 -2.544  0.115
6 O 0.070 0.576 -3.387  0.331
7 Cl -0.446 3.829 1.780  0.226
8 W -0.158 1.753 1.097  0.563
9 P 1.778 1.130 0.038  0.583
10 C 1.778 -0.509 -0.722  -0.195
11 C 2.535 2.319 -1.083  -0.208
12 H 3.624 2.162 -1.046  0.091
13 H 4.046 0.994 0.855  0.083
14 H 2.325 3.336 -0.723  0.074
15 H 3.001 1.769 2.068  0.068
16 H 1.260 -0.476 -1.685  0.029
17 H 2.155 2.189 -2.105  0.043
18 C 3.060 0.952 1.339  -0.234
19 H 2.828 -0.795 -0.883  0.101
20 H 2.958 -0.002 1.872  0.053
21 H 1.282 -1.264 -0.092  0.044
22 P -1.735 0.808 -0.235  0.639
23 C -1.835 -0.750 -1.109  -0.180
24 C -2.520 0.311 1.373  -0.242
25 H -2.665 2.999 -0.677  0.059
26 H -3.916 1.775 -0.335  0.086
27 H -3.103 1.796 -1.944  0.078
28 C -2.974 1.964 -0.869  -0.201
29 H -2.201 0.886 2.261  0.019
30 H -3.593 0.499 1.224  0.085
31 H -2.895 -0.966 -1.287  0.107
32 H -1.396 -1.565 -0.514  0.047
33 H -2.365 -0.760 1.568  0.081
34 H -1.316 -0.689 -2.066  0.038
35 Cl 0.282 0.204 2.769  0.300
36 C 0.007 -5.286 1.407  0.017
37 C 0.125 -3.783 1.464  -0.557
38 N 0.644 -3.307 2.620  0.169
39 O -0.200 -3.035 0.536  -0.038
40 H 0.778 -5.784 2.000  0.096
41 H 0.078 -5.609 0.369  0.096
42 H -0.977 -5.576 1.789  0.105
43 H 0.679 -2.299 2.771  0.025
44 H 0.855 -3.924 3.386  0.122

The HOMO energy (alpha / beta) comes out at -17.81 / -17.81 eV. For the energy relative to the best compared isomer or geometry (same formula, charge and spin), the calculation gives 3.093 eV. As for the total energy: -2270.8942 Eh. Its charge is +3. For the orbital gap (alpha / beta), the calculation gives 3.5603 / 3.5259 eV. The spin multiplicity is 3.

=====

6.
# C10H26N2O4S2

A cluster of 4 separate species, C10H26N2O4S2 in total at a distorted geometry (wB97M-V/def2-TZVPD, OMol25).

Last column: Löwdin charge in e.
CARTESIAN COORDINATES (ANGSTROEM)
1 C -6.643 2.076 -2.502  -0.256
2 S -8.455 2.232 -2.384  0.829
3 O -8.967 2.215 -3.841  -0.581
4 C -8.940 0.657 -1.626  -0.272
5 H -6.483 2.593 -3.448  0.046
6 H -6.387 1.018 -2.563  0.043
7 H -6.025 2.497 -1.709  0.050
8 H -9.114 0.809 -0.560  0.043
9 H -8.236 -0.156 -1.804  0.046
10 H -9.872 0.303 -2.065  0.052
11 C 8.868 -2.696 2.164  -0.286
12 S 7.272 -2.292 1.506  0.823
13 O 6.889 -3.664 1.026  -0.585
14 C 6.328 -2.178 3.052  -0.267
15 H 8.780 -3.586 2.787  0.065
16 H 9.162 -1.758 2.635  0.044
17 H 9.588 -2.887 1.368  0.058
18 H 6.885 -1.447 3.639  0.037
19 H 6.426 -3.056 3.692  0.059
20 H 5.288 -1.864 2.963  0.054
21 C -2.446 -3.354 -1.707  -0.372
22 O -2.588 -3.763 -2.869  -0.023
23 N -2.660 -4.068 -0.629  -0.178
24 C -2.446 -3.482 0.698  -0.063
25 C -2.867 -5.573 -0.643  -0.001
26 H -2.247 -2.282 -1.550  0.133
27 H -2.324 -2.401 0.767  0.087
28 H -1.500 -3.947 0.975  0.084
29 H -3.071 -3.794 1.534  0.082
30 H -1.994 -6.134 -0.310  0.086
31 H -3.693 -5.621 0.067  0.080
32 H -3.240 -6.008 -1.571  0.085
33 C 1.486 4.820 -0.251  -0.308
34 O 1.147 3.664 -0.670  -0.059
35 N 2.707 5.103 0.199  -0.211
36 C 3.187 6.476 0.596  -0.011
37 C 3.651 4.047 0.316  -0.067
38 H 0.885 5.725 -0.428  0.133
39 H 4.261 6.397 0.433  0.082
40 H 2.880 6.632 1.630  0.086
41 H 2.744 7.277 0.003  0.083
42 H 3.910 4.065 1.375  0.094
43 H 3.248 3.138 -0.130  0.091
44 H 4.605 4.266 -0.164  0.086

The HOMO energy comes out at -8.72 eV. For the energy relative to the best compared isomer or geometry (same formula, charge and spin), the calculation gives 1.602 eV. As for the total energy: -1603.3160 Eh. Its charge is 0. For the orbital gap, the calculation gives 9.1563 eV.